Entry 1:
105
Properties=species:S:1:pos:R:3:lowdin_charge:R:1 method="wB97M-V/def2-TZVPD" gap_ev=4.97 e_above_lowest_ev=0.000 max_force_ev_per_a=0.60 total_charge=-2
Pd -0.694 -0.530 -0.865 0.148
C -0.360 4.389 -1.935 -0.122
C 0.035 2.943 -1.605 -0.535
C 1.291 2.872 -0.720 -0.134
P -1.208 1.699 -0.969 0.965
C -2.744 1.974 -2.007 -0.536
C -3.578 3.237 -1.765 -0.110
C -2.429 1.781 -3.490 -0.147
C -1.753 2.290 0.687 -0.294
C -1.379 3.465 1.322 -0.133
C -1.813 3.777 2.613 -0.142
C -2.615 2.861 3.282 -0.120
C -3.008 1.676 2.681 -0.044
C -2.611 1.357 1.362 -0.320
N -2.875 0.232 0.665 -0.002
C -3.794 -0.726 0.869 -0.290
C -4.997 -0.572 1.625 -0.048
C -5.938 -1.580 1.721 -0.135
C -5.750 -2.808 1.087 -0.147
C -4.591 -2.980 0.337 -0.149
C -3.621 -1.994 0.199 -0.289
P -2.148 -2.273 -0.893 0.967
C -3.004 -2.761 -2.493 -0.545
C -4.155 -1.812 -2.828 -0.121
C -2.004 -2.729 -3.654 -0.151
C -1.532 -3.913 -0.268 -0.563
C -0.513 -4.533 -1.224 -0.129
C -0.876 -3.598 1.068 -0.140
H -0.977 4.438 -2.833 0.046
H -0.917 4.879 -1.138 0.057
H 0.540 4.985 -2.125 0.066
H 0.308 2.465 -2.552 0.080
H 1.147 3.381 0.236 0.051
H 1.546 1.834 -0.490 0.026
H 2.143 3.343 -1.224 0.076
H -3.342 1.123 -1.674 0.069
H -3.125 4.121 -2.215 0.051
H -4.573 3.116 -2.211 0.068
H -3.711 3.430 -0.699 0.066
H -1.820 2.601 -3.884 0.056
H -1.883 0.847 -3.650 0.040
H -3.351 1.741 -4.081 0.069
H -0.708 4.154 0.829 0.073
H -1.491 4.691 3.097 0.077
H -2.926 3.065 4.302 0.088
H -3.584 0.958 3.248 0.087
H -5.189 0.377 2.106 0.081
H -6.837 -1.406 2.304 0.084
H -6.484 -3.600 1.166 0.073
H -4.454 -3.927 -0.183 0.088
H -3.395 -3.780 -2.376 0.097
H -3.780 -0.781 -2.903 0.059
H -4.597 -2.079 -3.796 0.068
H -4.938 -1.827 -2.073 0.061
H -1.605 -1.715 -3.748 0.040
H -1.156 -3.394 -3.504 0.042
H -2.496 -2.999 -4.596 0.067
H -2.366 -4.607 -0.119 0.090
H 0.249 -3.798 -1.502 0.057
H -0.001 -5.372 -0.741 0.072
H -0.980 -4.906 -2.137 0.053
H -0.156 -2.778 0.941 0.034
H -1.609 -3.261 1.802 0.073
H -0.351 -4.472 1.467 0.073
N 1.184 -0.604 -3.420 0.073
C 1.911 -1.423 -2.615 -0.724
N 1.805 -1.444 -1.332 0.088
C 2.705 -2.372 -0.780 -0.311
C 2.846 -2.653 0.576 -0.027
C 3.768 -3.613 0.969 -0.081
C 4.554 -4.295 0.038 -0.113
C 4.427 -4.021 -1.318 -0.118
C 3.500 -3.060 -1.705 -0.499
S 3.105 -2.519 -3.312 1.014
H 0.334 -0.297 -2.937 0.012
H 1.017 -0.957 -4.350 0.075
H 2.252 -2.093 1.290 0.042
H 3.886 -3.827 2.026 0.106
H 5.272 -5.034 0.372 0.089
H 5.033 -4.541 -2.050 0.092
S 3.135 -0.351 4.966 0.058
P 2.700 0.449 3.196 -0.046
S 1.021 0.050 2.230 0.220
C 4.083 0.084 2.017 -0.388
C 5.185 -0.681 2.376 -0.129
C 6.176 -0.976 1.441 -0.107
C 6.077 -0.495 0.142 -0.109
C 4.977 0.277 -0.222 -0.089
C 3.986 0.557 0.709 -0.104
C 2.876 2.287 3.342 -0.368
C 1.812 3.131 3.048 -0.109
C 1.956 4.515 3.155 -0.095
C 3.169 5.061 3.548 -0.120
C 4.238 4.219 3.849 -0.111
C 4.088 2.842 3.753 -0.107
H 5.243 -1.050 3.393 0.049
H 7.021 -1.592 1.727 0.090
H 6.841 -0.733 -0.590 0.089
H 4.879 0.640 -1.239 0.099
H 3.104 1.121 0.417 0.064
H 0.869 2.689 2.737 0.046
H 1.115 5.159 2.925 0.088
H 3.286 6.136 3.624 0.085
H 5.188 4.639 4.160 0.087
H 4.912 2.182 4.003 0.095

---

Entry 2:
14
Properties=species:S:1:pos:R:3:lowdin_charge:R:1 method="wB97M-V/def2-TZVPD" gap_ev="8.77 / 8.78" e_above_lowest_ev=6.952 smiles="CC(C)(N=O)[N+](=O)[O-]" max_force_ev_per_a=3.53
C -0.048 1.211 0.891 -0.025
C -0.775 -0.079 -1.229 -0.003
C 0.017 -0.043 0.120 -0.473
N -0.523 -1.134 1.037 0.036
N 1.443 -0.515 0.064 -0.359
O 2.089 -0.472 1.076 0.101
O -0.941 -2.157 0.593 0.081
O 1.809 -1.036 -0.966 0.094
H -1.172 1.290 1.222 0.142
H 0.600 1.097 1.739 0.077
H 0.160 2.041 0.265 0.078
H -0.314 -0.855 -1.815 0.064
H -1.831 -0.213 -1.189 0.075
H -0.515 0.866 -1.809 0.112

---

Entry 3:
7
Properties=species:S:1:pos:R:3:lowdin_charge:R:1 method="wB97M-V/def2-TZVPD" gap_ev="7.24 / 6.13" e_above_lowest_ev=4.054 max_force_ev_per_a=5.20
C -0.202 -1.062 3.252 -0.352
N -0.107 -0.653 4.302 -0.094
P -0.248 0.617 0.410 0.380
P 0.386 -1.418 0.243 0.501
H 0.061 1.290 -0.709 -0.209
H -1.539 0.251 -0.305 -0.091
H 1.881 -1.564 0.456 -0.136

---

Entry 4:
14
Properties=species:S:1:pos:R:3:lowdin_charge:R:1 method="wB97M-V/def2-TZVPD" gap_ev=9.54 e_above_lowest_ev=1.600 max_force_ev_per_a=0.36
O -1.016 -0.919 0.981 -0.088
C -0.067 0.040 1.440 -0.239
C 1.037 0.367 0.420 -0.174
C 0.752 0.140 -1.049 -0.116
C -0.398 0.226 -1.729 -0.218
O -1.646 0.423 -1.252 0.000
H -1.675 0.071 -0.337 0.065
H 0.396 -0.325 2.365 0.113
H -0.655 0.927 1.696 0.121
H 1.926 -0.220 0.676 0.104
H 1.324 1.419 0.563 0.116
H 1.634 -0.055 -1.655 0.094
H -0.538 -1.581 0.459 0.107
H -0.390 0.123 -2.814 0.114

---

Entry 5:
8
Properties=species:S:1:pos:R:3:lowdin_spin:R:1 method="wB97M-V/def2-TZVPD" gap_ev="6.18 / 6.56" e_above_lowest_ev=0.837 multiplicity=3 max_force_ev_per_a=10.90 s_squared=2.0123
C -0.585 -0.558 -0.046 0.641
C -1.687 0.149 0.072 0.630
N 1.038 0.162 0.033 0.083
O 1.871 -0.699 0.115 0.064
O 1.050 1.334 -0.160 0.064
Br -0.385 -2.441 0.024 0.193
Br -3.351 -0.782 -0.010 0.145
Br -1.822 2.034 0.024 0.179

---

Entry 6:
26
Properties=species:S:1:pos:R:3:lowdin_charge:R:1 method="wB97M-V/def2-TZVPD" gap_ev=9.13 e_above_lowest_ev=1.059 smiles=CSCSC.CSCSC max_force_ev_per_a=2.74
S -7.116 -0.982 -15.110 0.772
S -5.439 0.854 -16.891 0.754
C -7.527 0.645 -14.349 -0.440
C -6.290 0.074 -18.266 -0.417
C -5.573 -0.364 -15.582 -0.931
H -7.092 0.645 -13.335 0.022
H -8.626 0.683 -14.261 0.032
H -7.185 1.550 -14.878 -0.022
H -5.952 0.366 -19.275 0.043
H -7.373 0.265 -18.189 0.035
H -6.113 -1.007 -18.136 0.034
H -5.070 -0.041 -14.650 0.028
H -5.079 -1.292 -15.927 0.036
S -5.047 2.717 -13.850 0.755
S -2.811 3.697 -11.849 0.732
C -3.573 2.780 -14.928 -0.418
C -3.309 2.076 -11.280 -0.481
C -4.487 3.993 -12.715 -0.771
H -2.761 3.424 -14.550 0.018
H -3.935 3.194 -15.884 0.015
H -3.165 1.772 -15.114 0.032
H -3.370 1.340 -12.099 0.019
H -4.277 2.095 -10.751 0.044
H -2.527 1.752 -10.573 0.033
H -4.522 4.947 -13.275 0.042
H -5.253 4.042 -11.917 0.035

---

Entry 7:
83
Properties=species:S:1:pos:R:3:lowdin_charge:R:1 method="wB97M-V/def2-TZVPD" gap_ev=7.94 e_above_lowest_ev=0.100 max_force_ev_per_a=1.37
C -6.019 -0.809 -1.281 0.032
C -5.348 -0.940 0.060 -0.542
O -5.790 -0.550 1.106 0.123
O -4.179 -1.587 -0.064 0.008
C -3.437 -1.834 1.120 -0.076
H -2.676 -2.560 0.837 0.123
H -4.089 -2.260 1.889 0.143
C -2.772 -0.560 1.685 -0.198
O -1.765 -0.900 2.621 0.009
C -0.464 -1.069 2.133 -0.260
O -0.321 -2.207 1.328 -0.033
N -0.430 -1.909 -0.045 0.107
C -0.257 -2.854 -0.869 -0.344
C -0.247 -2.437 -2.303 -0.095
H -0.953 -1.620 -2.451 0.109
H -0.522 -3.275 -2.943 0.120
C 1.168 -1.942 -2.713 -0.143
N 1.601 -0.760 -2.031 -0.097
C 2.657 -0.762 -1.134 -0.165
C 2.830 -1.817 -0.233 0.041
C 3.805 -1.775 0.749 -0.216
C 4.629 -0.649 0.787 -0.307
N 4.524 0.315 -0.113 0.154
C 3.592 0.290 -1.051 -0.228
C 3.688 1.432 -2.030 -0.127
C 3.272 1.063 -3.453 -0.184
C 1.756 1.125 -3.643 -0.167
H 1.433 2.163 -3.741 0.109
H 1.481 0.605 -4.564 0.102
C 1.039 0.506 -2.439 -0.154
H 1.105 1.183 -1.587 0.102
H -0.021 0.367 -2.664 0.117
H 3.750 1.743 -4.161 0.107
H 3.632 0.056 -3.676 0.114
H 3.094 2.273 -1.667 0.103
H 4.731 1.751 -2.015 0.115
C 5.702 -0.484 1.820 -0.038
H 5.273 -0.474 2.821 0.074
H 6.226 0.451 1.644 0.075
H 6.415 -1.306 1.769 0.077
C 3.956 -2.892 1.734 -0.038
H 3.215 -3.668 1.553 0.073
H 3.827 -2.523 2.751 0.082
H 4.950 -3.334 1.665 0.083
H 2.176 -2.673 -0.278 0.096
H 1.136 -1.744 -3.792 0.125
H 1.895 -2.740 -2.542 0.126
C -0.020 -4.293 -0.539 -0.007
H 0.783 -4.700 -1.151 0.087
H -0.925 -4.861 -0.754 0.093
H 0.221 -4.407 0.516 0.078
C 0.094 0.208 1.467 -0.131
C -1.055 1.165 1.124 -0.132
C -2.229 0.348 0.574 -0.170
H -1.880 -0.230 -0.292 0.140
O -3.256 1.236 0.156 0.054
C -3.402 1.450 -1.159 -0.536
O -2.781 0.879 -2.015 0.108
C -4.457 2.496 -1.396 0.037
H -4.016 3.476 -1.224 0.093
H -5.272 2.361 -0.692 0.089
H -4.812 2.441 -2.421 0.091
H -1.355 1.723 2.022 0.182
O -0.673 2.083 0.111 0.035
C -0.283 3.314 0.481 -0.530
O -0.304 3.712 1.614 0.122
C 0.178 4.093 -0.716 0.040
H 1.247 3.914 -0.820 0.084
H -0.327 3.742 -1.610 0.087
H 0.013 5.154 -0.556 0.091
H 0.613 -0.056 0.536 0.144
O 1.026 0.794 2.366 0.064
C 1.959 1.611 1.841 -0.494
O 2.026 1.875 0.671 0.107
C 2.872 2.144 2.902 0.049
H 2.545 3.152 3.152 0.097
H 3.883 2.193 2.506 0.088
H 2.826 1.521 3.789 0.088
H 0.125 -1.286 3.034 0.178
H -3.517 0.010 2.253 0.168
H -6.804 -0.061 -1.230 0.090
H -5.284 -0.551 -2.039 0.082
H -6.458 -1.769 -1.544 0.094

---

Entry 8:
57
Properties=species:S:1:pos:R:3:lowdin_charge:R:1 method="wB97M-V/def2-TZVPD" gap_ev=6.04 max_force_ev_per_a=3.98
Sn 0.250 -0.122 -0.051 1.015
P -1.375 -2.043 -0.858 0.770
P 1.590 2.008 0.746 0.767
N -1.088 1.222 -0.841 -0.195
H 0.155 -2.478 1.879 0.102
C -2.913 -2.171 0.123 -0.235
H -3.514 -3.027 -0.223 0.056
H -3.496 -1.248 -0.001 0.058
H -2.683 -2.301 1.190 0.033
C -0.764 -3.754 -0.967 -0.260
H -1.559 -4.403 -1.365 0.053
H -0.461 -4.118 0.023 0.046
H 0.106 -3.802 -1.635 0.045
C -1.995 -1.683 -2.533 -0.234
H -2.534 -2.552 -2.935 0.057
H -1.154 -1.442 -3.196 0.047
H -2.670 -0.819 -2.500 0.055
C 0.677 2.666 2.185 -0.244
H 1.253 3.479 2.651 0.050
H 0.514 1.861 2.916 0.038
H -0.298 3.044 1.849 0.055
C 3.223 1.590 1.411 -0.252
H 3.689 2.501 1.814 0.051
H 3.857 1.163 0.623 0.039
H 3.102 0.851 2.217 0.045
C 1.744 3.356 -0.452 -0.234
H 2.396 4.144 -0.050 0.052
H 0.747 3.768 -0.661 0.057
H 2.172 2.964 -1.385 0.047
C -1.423 1.884 -1.923 -0.525
C -3.118 3.323 -2.990 -0.134
C -2.665 2.611 -1.894 -0.087
C -0.660 1.957 -3.153 -0.086
C -1.124 2.686 -4.236 -0.141
C -2.352 3.364 -4.172 -0.153
H -4.074 3.844 -2.915 0.091
H -3.235 2.559 -0.965 0.087
H 0.287 1.410 -3.193 0.080
H -0.515 2.720 -5.144 0.093
H -2.705 3.921 -5.042 0.079
C 0.408 -1.704 2.632 -0.561
O 0.321 -0.442 1.991 -0.391
C -0.652 -1.761 3.723 -0.046
H -0.311 -2.375 4.563 0.076
H -1.579 -2.219 3.360 0.062
H -0.901 -0.763 4.099 0.085
C 1.821 -1.975 3.123 -0.053
H 2.173 -1.174 3.786 0.087
H 2.532 -2.084 2.297 0.060
H 1.851 -2.913 3.687 0.082
F 2.683 0.297 -1.896 0.011
C 1.948 -0.800 -1.453 -0.435
F 1.411 -1.386 -2.595 0.007
C 2.961 -1.806 -0.873 -0.547
F 3.841 -2.245 -1.795 0.153
F 3.674 -1.245 0.148 0.112
F 2.325 -2.908 -0.366 0.108